Molecular formula: C34H57InN3O3Si
Method: DFT, ωB97M-V/def2-TZVPD

Output
Charge: +1
Calculated total energy, eV: -59830.9714
E_HOMO, hartree: -0.3384
E_LUMO, eV: -3.92
Energy above the lowest of the compared OMol25 structures with the same formula, charge and spin, eV: 11.381

Atoms and positions in Å:
O: -1.83309 2.62065 0.28170
O: -0.71460 3.81889 -1.41881
C: -3.15926 2.40061 -0.30285
C: -4.13606 1.86180 0.69772
H: -3.04891 1.72093 -1.15190
H: -3.50281 3.34499 -0.74548
H: -3.81987 0.89780 1.11422
H: -5.10045 1.68588 0.19813
H: -4.33379 2.54675 1.52886
C: -1.80620 3.78254 1.20962
C: -2.49236 5.05007 0.79951
H: -0.74703 3.95213 1.42617
H: -2.27580 3.40516 2.12286
H: -2.17328 5.43616 -0.17503
H: -2.25470 5.84286 1.53619
H: -3.58759 4.97092 0.79193
C: 0.67072 4.21766 -1.11819
C: -1.27400 3.81792 -2.77017
C: 0.71315 5.65055 -0.72344
H: 1.26879 3.97915 -1.99838
H: 1.00179 3.57961 -0.29480
H: 0.33385 6.32760 -1.49537
H: 1.75328 5.92858 -0.52816
H: 0.15179 5.84387 0.20067
C: -1.47395 5.21483 -3.23524
H: -2.21799 3.26959 -2.71060
H: -0.59095 3.24940 -3.40101
H: -2.05012 5.82117 -2.52405
H: -2.03366 5.19607 -4.17562
H: -0.52563 5.71894 -3.43780
H: -1.09575 3.02507 -0.75209
N: -0.51963 -2.61016 0.82992
C: 0.23783 -3.60938 0.36666
C: 1.49460 -3.46543 -0.19275
C: 2.42576 -2.41552 -0.19101
C: -0.37611 -4.96078 0.35585
H: -1.19254 -5.02571 -0.38085
H: -0.76885 -5.28123 1.32897
H: 0.37079 -5.71658 0.06816
C: 3.71670 -2.57221 -0.92325
H: 4.56718 -2.55127 -0.22541
H: 3.84610 -1.74487 -1.64254
H: 3.78011 -3.51037 -1.49114
N: 2.25091 -1.25588 0.43493
C: -1.75989 -2.79158 1.48975
C: -2.91007 -2.71172 0.67506
C: -2.90269 -2.41596 -0.78569
C: -4.14397 -2.96397 1.26298
H: -5.05139 -2.90284 0.66061
C: -4.24929 -3.31284 2.60542
H: -5.22993 -3.50818 3.04633
C: -3.10203 -3.43432 3.36792
H: -3.19182 -3.73962 4.41421
C: -1.85627 -3.19768 2.82139
C: -0.75636 -3.47475 3.69907
C: 3.27360 -0.60959 1.17929
C: 3.93614 0.52423 0.65369
C: 3.63635 1.07770 -0.69709
C: 4.93896 1.12074 1.41390
H: 5.46356 1.99143 1.02240
C: 5.28837 0.62040 2.66557
H: 6.07634 1.10461 3.24566
C: 4.65106 -0.49645 3.16548
H: 4.94183 -0.90120 4.13733
C: 3.64310 -1.14164 2.45136
C: 3.21176 -2.37670 2.99066
In: 0.29048 -0.60084 0.93189
H: -3.40271 -1.45057 -1.00098
H: -3.47941 -3.18230 -1.34007
H: -1.90766 -2.39104 -1.24273
H: 0.11895 -3.91352 3.14345
H: -0.87270 -4.18492 4.50311
H: -0.42405 -2.52633 4.23759
H: 3.74824 2.17706 -0.71112
H: 2.61483 0.86837 -1.03062
H: 4.32922 0.67628 -1.46253
H: 2.01550 -2.33471 2.84392
H: 3.25175 -2.51456 4.06729
H: 3.34480 -3.29327 2.43755
H: 1.80394 -4.35102 -0.74619
C: -0.23632 -0.01505 -1.13609
Si: 0.12658 -0.66086 -2.77572
H: -1.19067 -0.36791 -0.56256
H: 0.42131 0.78877 -0.61656
C: -1.37964 -0.37204 -3.84712
C: 0.43360 -2.50063 -2.99358
C: 1.62214 0.17001 -3.53410
H: 1.63664 1.24979 -3.33210
H: 1.63745 0.03639 -4.62955
H: 2.55811 -0.25492 -3.14341
H: -2.29425 -0.68134 -3.32355
H: -1.31571 -0.95029 -4.77966
H: -1.49081 0.68379 -4.12506
H: -0.23764 -3.12905 -2.39146
H: 1.47120 -2.76956 -2.75183
H: 0.27640 -2.78978 -4.04657
O: 1.42945 -3.13880 4.46450
C: 0.99390 -2.50394 3.51385
N: 0.72137 -1.69201 2.60851

Cartesian forces (eV/Å) of the 2 atoms listed first:
O -0.4 0.6 -0.3
O 0.2 -0.6 0.2

=====

Molecular formula: C34H57MgN4OP2
Method: DFT, ωB97M-V/def2-TZVPD

Output
Charge: +1
Calculated total energy, eV: -68206.2586
E_HOMO, hartree: -0.2966
E_LUMO, eV: -2.68
Energy above the lowest of the compared OMol25 structures with the same formula, charge and spin, eV: 3.240

Atoms and positions in Å:
C: -1.98979 1.45697 -1.84364
C: -1.35742 -0.89347 -2.05755
C: -3.09529 1.27398 -2.68245
C: -2.54429 -1.11391 -2.76352
C: -3.42692 -0.04807 -3.06385
H: -3.67316 2.17833 -2.97134
H: -2.78318 -2.12548 -3.00137
H: -4.37174 -0.21760 -3.60850
N: -1.20707 0.38434 -1.46556
P: -0.63566 3.21076 -0.02567
P: 0.54439 -3.07377 -0.84571
C: -1.59949 2.90506 -1.58056
H: -1.00707 3.25332 -2.43744
H: -2.48541 3.55648 -1.56861
C: -0.37148 -2.04156 -2.12486
H: -0.90869 -2.85137 -2.63146
C: 1.06386 -4.66628 -1.86007
C: -0.13655 -3.53230 0.97053
C: 0.94578 4.21514 -0.52808
C: -1.95516 4.16844 0.92447
C: 2.58497 -4.56270 -1.84646
H: 2.99277 -4.63660 -0.82088
H: 3.00018 -5.40498 -2.43309
H: 2.93401 -3.62202 -2.30687
C: 0.57181 -5.99642 -1.27033
H: 0.91500 -6.19923 -0.24801
H: -0.52315 -6.06831 -1.29771
H: 0.96083 -6.80581 -1.91636
C: 0.54933 -4.58766 -3.30973
H: 1.21255 -5.17133 -3.96244
H: -0.46931 -4.98632 -3.44612
H: 0.54227 -3.54860 -3.68735
C: 1.03265 -4.22372 1.74326
H: 1.91933 -3.55904 1.74405
H: 0.72291 -4.43193 2.80221
H: 1.35042 -5.18772 1.28184
C: -0.52825 -2.22149 1.70205
H: 0.32268 -1.51962 1.75138
H: -1.37776 -1.70646 1.20310
H: -0.84216 -2.46754 2.75316
C: -1.37736 -4.44286 0.93786
H: -1.15981 -5.45967 0.53449
H: -1.75561 -4.56909 1.98914
H: -2.17645 -3.98838 0.31412
C: -1.47418 4.34534 2.37560
H: -2.23745 4.92828 2.91283
H: -1.34712 3.38123 2.88394
H: -0.53862 4.91691 2.42981
C: -3.24356 3.30539 0.92185
H: -3.72500 3.26937 -0.06715
H: -3.05437 2.28649 1.28707
H: -3.97251 3.78581 1.59296
C: -2.30508 5.53776 0.31410
H: -3.22231 5.90345 0.80431
H: -1.53527 6.28952 0.51008
H: -2.48582 5.49655 -0.76871
C: 1.29385 4.00255 -2.00683
H: 0.56711 4.46954 -2.68375
H: 2.26502 4.48674 -2.20229
H: 1.39702 2.94266 -2.27422
C: 2.12100 3.69981 0.32557
H: 2.40862 2.66294 0.09147
H: 2.99750 4.33944 0.13771
H: 1.90244 3.75672 1.39731
C: 0.77409 5.71429 -0.26930
H: 0.01763 6.16238 -0.92852
H: 0.54426 5.93402 0.78319
H: 1.73104 6.20800 -0.49966
Mg: 0.35766 0.73572 0.03966
C: -1.06204 1.02381 1.82640
O: -1.57440 0.81411 2.84912
N: 1.32180 -0.66500 -1.26267
C: 1.12736 -1.33030 -2.30071
C: 1.97805 -0.96652 -3.59744
C: 1.80476 -1.85492 -4.78062
C: 1.47935 0.41066 -3.99036
C: 3.45721 -1.00585 -3.22968
H: 2.12083 -2.88964 -4.62050
H: 0.78238 -1.86274 -5.14534
H: 2.43852 -1.48083 -5.59648
H: 1.70420 1.13997 -3.21404
H: 2.02854 0.74551 -4.85163
H: 0.40528 0.41129 -4.15592
H: 4.05438 -0.44932 -3.98440
H: 3.63978 -0.47979 -2.30455
H: 3.86991 -2.04115 -3.14078
N: 4.81253 -0.12252 4.44763
C: 3.80384 0.04372 3.55485
C: 3.83365 -0.66558 2.32504
C: 2.83421 -0.38668 1.38220
N: 1.85267 0.52700 1.60287
C: 1.84481 1.21415 2.77596
C: 2.74310 0.92590 3.80557
H: 5.62322 -0.68922 4.21717
H: 4.83650 0.39666 5.31054
H: 4.59950 -1.39009 2.09074
H: 2.82682 -0.90174 0.42243
H: 1.09006 2.00416 2.87281
H: 2.64522 1.42323 4.77858

Cartesian forces (eV/Å) of the 2 atoms listed first:
C 0.0 -1.6 -0.9
C -0.9 1.7 0.8

=====

Molecular formula: C34H58ClHfNO8PSi
Method: DFT, ωB97M-V/def2-TZVPD

Output
Charge: +1
Calculated total energy, eV: -85061.2955
E_HOMO, hartree: -0.3954
E_LUMO, eV: -2.87
Energy above the lowest of the compared OMol25 structures with the same formula, charge and spin, eV: 1.545

Atoms and positions in Å:
Hf: 0.16052 1.23640 0.80504
C: 3.68747 3.27992 1.15134
C: 3.64186 2.91026 -0.32526
C: 5.00576 2.41388 -0.78682
P: 2.28684 1.65450 -0.63395
C: 2.09581 1.78382 -2.49985
C: 2.76962 0.73559 -3.37525
C: 0.58790 1.81143 -2.75287
C: 3.00063 0.07984 -0.03321
C: 3.96194 -0.67569 -0.69640
C: 4.47000 -1.85175 -0.16363
C: 5.47377 -2.65496 -0.93075
C: 4.03044 -2.24678 1.09726
C: 3.08951 -1.51132 1.78904
C: 2.53661 -0.34501 1.24280
N: 1.58016 0.41519 1.89229
C: 1.14507 0.09321 3.21882
C: 0.03188 -0.74825 3.38402
C: -0.62482 -1.33858 2.16462
C: -0.43758 -1.03011 4.65866
C: 0.17253 -0.49543 5.78843
C: -0.37030 -0.76861 7.15569
C: 1.27936 0.32246 5.61076
C: 1.77878 0.62505 4.35074
C: 2.93285 1.56325 4.19535
H: 4.39528 4.09285 1.30822
H: 4.02214 2.42493 1.73395
H: 2.70974 3.59748 1.51438
H: 3.35432 3.79398 -0.90983
H: 5.31482 1.53901 -0.21977
H: 5.74136 3.19813 -0.62431
H: 5.00313 2.16074 -1.84244
H: 2.51464 2.76816 -2.75116
H: 2.46472 -0.26709 -3.09005
H: 3.85362 0.81479 -3.33499
H: 2.47731 0.90202 -4.40992
H: 0.14409 0.83469 -2.56932
H: 0.38211 2.08641 -3.78277
H: 0.09158 2.53097 -2.09404
H: 4.32640 -0.33682 -1.65019
H: 5.40131 -2.44355 -1.99416
H: 5.32534 -3.72001 -0.77185
H: 6.48427 -2.40394 -0.61215
H: 4.42133 -3.15252 1.53730
H: 2.76914 -1.82074 2.77405
H: -1.25750 -0.59512 1.64838
H: -1.26901 -2.16456 2.45729
H: 0.12471 -1.72716 1.46561
H: -1.29791 -1.67399 4.77924
H: -0.58786 -1.82675 7.28462
H: -1.29582 -0.21102 7.29652
H: 0.33222 -0.45629 7.92318
H: 1.76434 0.74479 6.47891
H: 3.34473 1.83986 5.16160
H: 2.57833 2.45874 3.68715
H: 3.71845 1.11038 3.59436
O: -1.53926 4.32305 2.12753
Cl: -0.87824 3.21896 1.64516
O: -0.76174 3.20692 0.21869
O: 0.47494 3.09250 2.10299
O: -1.48716 1.97373 2.00023
C: -3.91091 -2.40935 1.12174
C: -4.41827 -1.38004 0.11234
C: -4.82505 -2.09859 -1.17062
C: -5.62305 -0.63550 0.68984
O: -3.37330 -0.41956 -0.09599
Si: -2.15693 -0.34784 -1.16332
O: -0.85363 0.30167 -0.41499
O: -1.80405 -1.88502 -1.53993
C: -0.80508 -2.55544 -2.29301
C: -1.13680 -4.05148 -2.19293
C: 0.57311 -2.28304 -1.67171
C: -0.87604 -2.10367 -3.75304
O: -2.45151 0.55556 -2.48183
C: -3.36225 1.61147 -2.80005
C: -2.82209 2.30631 -4.05181
C: -3.46701 2.60796 -1.64584
C: -4.74272 1.02756 -3.11243
H: -4.66422 -3.17292 1.29508
H: -3.68477 -1.91364 2.06181
H: -3.01130 -2.86931 0.72313
H: -5.58406 -2.84130 -0.93969
H: -3.96005 -2.58508 -1.60418
H: -5.23214 -1.40584 -1.89773
H: -6.41666 -1.34734 0.89870
H: -6.00115 0.10232 -0.01208
H: -5.35367 -0.13027 1.61223
H: -1.07838 -4.38125 -1.15950
H: -0.45016 -4.64625 -2.78898
H: -2.15052 -4.22984 -2.54008
H: 0.63838 -2.77017 -0.70103
H: 0.70628 -1.21319 -1.51125
H: 1.37291 -2.65806 -2.30426
H: -1.88471 -2.27350 -4.12501
H: -0.16477 -2.66336 -4.35598
H: -0.66920 -1.04032 -3.83478
H: -1.91511 2.86062 -3.83515
H: -3.56738 3.00060 -4.42554
H: -2.61587 1.57401 -4.82645
H: -2.48587 3.01859 -1.41659
H: -3.84267 2.09179 -0.76764
H: -4.14694 3.41775 -1.90133
H: -4.64674 0.18709 -3.79619
H: -5.36967 1.78317 -3.57985
H: -5.21241 0.69288 -2.19337

Cartesian forces (eV/Å) of the 2 atoms listed first:
Hf 1.4 -1.9 -0.3
C -0.1 0.1 -0.1

=====

Q: Which value of E_HOMO does entry 1 give?
A: -0.3384 hartree